# 1
DFT (ωB97M-V/def2-TZVPD) results for a molecular structure, C29H29BrN8O4S2SbSe4V.

## Properties
Orbital gap (spin up / spin down), eV: 4.9 / 5.0
Molecular weight, g mol⁻¹: 1186.19
Charge: -2
⟨S²⟩: 2.16
HOMO energy (spin up / spin down), eV: -1.2 / -1.7
Energy relative to the best compared isomer or geometry (same formula, charge and spin), kcal/mol: 202.26
Multiplicity: 3

Structure (XYZ):
```
79
Properties=species:S:1:pos:R:3:lowdin_spin:R:1
C -2.852 -1.174 -4.270 0.0381
O -2.511 0.741 1.641 0.0008
C -3.509 -5.203 -0.970 -0.0047
C 2.328 6.175 -1.728 -0.0001
C -2.469 0.435 2.820 0.0008
N -2.459 1.432 3.782 0.0000
C -2.989 1.387 5.128 0.0005
H -1.307 2.634 2.525 -0.0009
C -2.863 -7.292 -1.986 -0.0023
V -0.417 0.904 -0.963 1.0002
C -2.141 -1.331 4.558 0.0013
Se 1.403 -2.344 4.008 0.0387
C -0.027 1.160 -3.230 0.0064
C -0.340 -3.433 -2.571 0.0254
Se 0.403 1.047 0.951 -0.0101
H 3.483 4.835 -2.956 0.0000
C -2.842 -0.101 -3.410 0.0030
H -1.420 -1.262 1.386 -0.0005
C 1.666 -0.314 -3.000 0.0027
C -1.214 -2.400 -2.909 0.0203
C 2.491 5.110 -2.613 0.0002
C -2.553 -6.623 -3.155 0.0387
H -3.427 0.791 -3.590 0.0004
H 1.523 3.518 -3.682 0.0000
H -3.874 -4.651 -0.113 -0.0014
O -2.143 0.740 -1.259 0.0038
H 1.055 -2.028 0.215 0.0007
Sb 1.219 -0.173 2.837 0.0623
H -3.502 -1.155 -5.136 0.0030
C 0.137 4.681 -2.547 -0.0004
H 4.322 6.511 -1.423 0.0000
N 3.427 6.966 -1.367 -0.0001
O -2.318 3.865 -2.021 -0.0018
H -1.025 5.916 -1.261 0.0000
S -0.028 0.324 -4.820 0.0100
C 0.485 -3.335 -1.457 0.0438
C 0.456 -2.187 -0.672 0.0205
H -2.191 -7.165 -4.020 0.0016
C -2.028 -0.127 -2.262 0.0702
H -1.363 -2.595 2.538 0.0004
H -3.425 -3.483 -2.217 0.0036
H -0.300 -4.320 -3.190 0.0007
H -3.560 2.308 5.288 0.0000
H -1.117 2.935 4.249 0.0003
N -2.466 -4.702 -4.537 0.2269
O -1.565 4.184 -4.337 0.0019
H -3.074 -1.425 5.119 0.0001
H 0.918 7.310 -0.572 0.0000
C 1.289 -0.661 -4.242 0.0108
N -2.459 -3.433 -4.819 0.1201
C 1.397 4.369 -3.024 0.0001
H -2.179 1.337 5.863 0.0007
N -0.315 -1.167 -1.011 0.0486
C -1.994 -1.816 2.120 -0.0005
C -1.148 -1.239 -2.092 0.0083
C -2.707 -5.229 -3.274 0.0178
C 1.049 6.496 -1.276 0.0004
H 1.682 -1.460 -4.851 0.0004
S -1.285 3.695 -3.000 0.0027
H 2.433 -0.782 -2.402 0.0001
N 0.958 0.727 -2.425 0.0300
H 3.309 7.496 -0.520 0.0000
N -2.401 -0.894 3.190 0.0002
H -2.580 3.506 3.358 -0.0001
Br -3.777 -7.497 0.711 0.0105
Se -0.247 2.768 -0.283 -0.0503
H -2.857 -2.242 1.599 0.0000
N -0.837 2.194 -3.090 0.0186
H -2.754 -8.366 -1.922 -0.0011
H -3.671 0.552 5.242 0.0000
C -3.328 -6.573 -0.895 0.0528
H -1.652 -2.301 4.537 0.0017
H 1.136 -4.153 -1.179 0.0025
C -2.170 -2.390 -3.997 0.0231
C -3.215 -4.540 -2.152 0.0494
C -1.839 2.704 3.464 -0.0004
C -0.042 5.745 -1.676 0.0011
Se 1.250 1.001 4.934 0.0466
H -1.436 -0.680 5.075 0.0010
```

***

# 2
DFT (ωB97M-V/def2-TZVPD) results for a molecular structure, C29H29F3N3O4S2V.

## Properties
Orbital gap (spin up / spin down), eV: 5.3 / 5.0
Molecular weight, g mol⁻¹: 655.64
Charge: -1
⟨S²⟩: 0.77
HOMO energy (spin up / spin down), eV: -3.5 / -3.3
Energy relative to the best compared isomer or geometry (same formula, charge and spin), kcal/mol: 48.35
Multiplicity: 2

Structure (XYZ):
```
71
Properties=species:S:1:pos:R:3:lowdin_spin:R:1
C -3.354 -1.996 2.126 -0.0002
C 1.413 0.403 -3.805 -0.0036
H 2.458 3.349 0.438 -0.0011
C -0.655 3.598 -0.833 -0.0025
F -4.536 -1.644 1.601 -0.0001
H -1.929 2.155 4.240 -0.0004
C -1.177 -1.919 -2.479 0.0301
C 0.584 -1.323 0.045 -0.0219
H -0.544 3.006 -1.745 -0.0005
H 1.221 0.154 3.468 0.0014
F -2.921 -3.066 1.455 -0.0002
N -3.022 -1.530 -1.241 -0.0074
H 2.038 -2.285 -5.767 -0.0004
C 2.006 -1.374 -0.169 -0.0001
H 0.296 -4.238 1.805 -0.0003
C 0.445 -0.143 -2.971 0.0053
H 2.746 -4.299 1.474 0.0003
H -1.654 4.032 -0.847 0.0000
C 0.039 -2.395 0.715 0.0027
H -1.731 -2.768 -2.869 0.0011
H -1.028 -2.462 0.834 0.0000
V -0.843 0.154 -0.530 0.8993
C 0.797 -3.454 1.249 -0.0014
C -0.492 2.224 2.635 -0.0011
C 2.776 -2.476 0.320 -0.0009
S -2.255 -0.470 2.310 -0.0004
H 2.836 1.637 0.284 -0.0001
H 2.775 0.056 -5.407 0.0005
H -5.708 -0.035 -0.657 0.0002
H -2.884 3.977 0.828 -0.0002
O -0.048 0.487 -1.913 -0.0262
N -1.730 -1.231 -1.530 -0.0213
C 2.145 -3.494 1.066 0.0051
H 4.725 -3.386 0.443 0.0000
H 0.219 -3.223 -4.384 0.0002
C 4.794 -1.583 -0.684 -0.0010
C -0.439 2.766 0.405 0.0024
C -3.809 -0.483 -1.135 -0.0032
H 2.190 0.507 -1.170 -0.0001
C 1.715 0.878 2.816 0.0093
H 5.852 -1.657 -0.902 -0.0001
O -1.725 -0.160 0.958 -0.0093
O -1.255 -0.917 3.224 -0.0005
C 1.576 -1.682 -4.997 -0.0033
F -3.582 -2.395 3.390 -0.0001
C 2.082 2.389 0.059 -0.0027
C 1.989 -0.368 -4.796 0.0070
O -3.270 0.431 2.750 -0.0008
H -2.456 4.322 2.513 0.0030
H 1.986 2.483 -1.027 -0.0002
C -1.220 2.836 1.593 0.0630
C 4.164 -2.543 0.053 0.0009
C -2.537 3.531 1.759 0.0101
H -3.295 2.827 2.108 0.0028
N -5.150 -0.762 -1.069 -0.0020
H -5.376 -1.698 -0.772 -0.0002
C -0.014 -1.462 -3.191 -0.0016
C 0.568 -2.210 -4.218 0.0061
H -0.538 3.194 4.552 -0.0011
C 4.056 -0.479 -1.147 0.0013
H 1.726 1.426 -3.636 -0.0002
H 4.554 0.298 -1.716 0.0001
C -0.855 2.249 4.095 -0.0032
S -3.322 1.151 -1.235 0.0139
C 0.763 2.092 0.719 -0.0084
C 0.688 1.700 2.096 0.0608
H 2.333 0.327 2.105 0.0002
C 2.722 -0.372 -0.868 -0.0013
H 2.376 1.496 3.435 0.0037
H 0.073 4.418 -0.877 -0.0012
H -0.369 1.431 4.625 -0.0002
```

***

# 3
DFT (ωB97M-V/def2-TZVPD) results for a molecular structure, C29H29HfN4OS3.

## Properties
Orbital gap, eV: 6.2
Molecular weight, g mol⁻¹: 724.27
Charge: -1
HOMO energy, eV: -3.7
Energy relative to the best compared isomer or geometry (same formula, charge and spin), kcal/mol: 52.31

Structure (XYZ):
```
67
Properties=species:S:1:pos:R:3:lowdin_charge:R:1
S 1.270 1.669 -3.380 0.8862
H 1.366 7.224 -3.949 0.0950
H -1.549 -4.793 0.309 0.0735
C 1.543 0.833 -1.832 -1.1965
H -1.525 -3.593 -3.203 0.0671
N 0.714 1.183 -0.892 -0.1521
H 0.497 5.015 -4.606 0.1081
C 0.828 -2.557 4.236 -0.0312
H 0.514 3.782 -0.522 0.0961
C -3.048 0.738 -0.869 -0.0125
C 0.711 4.531 -1.272 -0.0330
H -0.581 2.983 -4.001 0.0682
H 0.256 -5.130 -2.879 0.0638
H -3.405 0.013 -1.591 0.1113
C -0.064 2.895 -3.046 -0.4029
C -0.394 -2.305 4.813 -0.0650
C -1.725 -3.473 -2.137 -0.0763
H -1.695 3.328 1.650 0.1083
C 4.385 -3.483 1.383 -0.4368
H -2.397 -1.570 4.431 0.1002
H -1.896 -1.051 2.066 0.1189
S 2.823 -0.268 -1.775 0.5647
H 4.086 -2.685 -0.583 0.0772
N 0.536 -2.759 -1.492 -0.1948
C 1.190 6.468 -3.193 -0.1004
H -2.548 -4.138 -1.850 0.0675
H -0.563 -2.516 5.862 0.1041
H 1.840 7.714 -1.571 0.0928
H -1.399 -3.032 0.464 0.0423
C 0.456 4.236 -2.610 -0.2838
N 0.988 0.885 0.443 -0.0366
Hf 0.741 -1.346 -0.208 1.3507
C -3.753 1.897 -0.614 -0.1031
H -4.686 2.076 -1.136 0.0951
H 1.411 5.978 0.142 0.0980
C -1.825 0.472 -0.226 -0.3615
C -1.333 1.456 0.682 -0.1456
C 2.439 -2.293 0.840 -0.3114
S 3.547 -3.536 2.882 0.9583
H 1.058 -5.346 -1.317 0.0669
H -0.716 2.433 -2.309 0.0649
C -0.448 -3.791 -1.324 -0.7768
C -2.086 2.594 0.953 -0.0518
H -0.598 -5.967 -1.559 0.0635
O -1.207 -0.664 -0.416 -0.2295
C -0.876 -3.941 0.163 -0.0911
C -1.414 -1.768 4.027 -0.0680
H 0.379 2.425 2.941 0.0845
C 0.284 1.364 2.693 -0.0222
C 1.024 -2.289 2.871 -0.2916
C 0.699 5.224 -3.561 -0.0582
H -0.529 0.953 3.290 0.0704
C 1.451 6.746 -1.861 -0.1105
C 0.009 1.221 1.230 -0.3149
C 2.226 -2.611 2.158 -0.5345
C 0.098 -5.154 -1.800 -0.0865
C 1.209 5.771 -0.903 -0.0874
C -1.138 -1.491 2.707 -0.1472
H -3.848 3.736 0.504 0.0878
H 1.220 0.868 2.951 0.0857
N 0.038 -1.726 2.126 0.0292
C 3.701 -2.810 0.420 -0.2258
H 5.354 -3.955 1.306 0.0535
C -3.290 2.829 0.312 -0.1180
H -2.017 -2.441 -1.948 0.0479
H 1.649 -2.975 4.802 0.0890
H 0.014 -4.083 0.782 0.0669
```

***

Summary of max |F| in hartree/bohr
0.190; 0.106; 0.060
(order as listed above)